Formula: C23H82N6O28
Source: OMol25
Level of theory: ωB97M-V/def2-TZVPD

For the HOMO energy, the calculation gives -9.23 eV. The total energy is -91446.8409 eV. The largest force on an atom is 6.8 eV Å⁻¹.

Structure (ORCA input):
```
! RIJCOSX wB97M-V def2-TZVPD def2/J DEFGRID3
* xyz 0 1
C 0.014 0.464 -3.700
O -0.867 -0.383 -3.833
N 0.043 1.635 -4.137
N 1.061 0.126 -3.085
H 0.815 2.177 -3.777
H -0.788 2.062 -4.521
H 1.102 -0.790 -2.661
H 1.841 0.765 -3.030
C 4.578 -1.992 -2.226
O 4.712 -2.901 -1.375
N 4.822 -2.146 -3.579
N 4.377 -0.715 -1.959
H 4.816 -1.365 -4.220
H 5.354 -2.996 -3.697
H 4.286 -0.581 -0.962
H 4.280 -0.092 -2.748
C -0.043 5.882 -2.170
O -0.822 6.000 -3.148
N 1.035 6.591 -1.968
N -0.259 5.123 -1.170
H 1.610 6.429 -1.153
H 1.263 7.262 -2.687
H 0.406 5.211 -0.415
H -1.028 4.483 -1.037
C 3.804 -1.079 2.485
C 4.815 -0.196 3.102
O 6.141 -0.658 3.062
O 4.040 -1.191 1.134
H 2.833 -0.644 2.720
H 3.812 -2.044 2.992
H 4.640 -0.007 4.161
H 4.636 0.793 2.682
H 6.618 0.055 2.632
H 4.681 -1.906 1.145
C -3.365 -2.676 1.887
C -4.119 -1.480 1.147
O -3.313 -0.505 0.621
O -4.079 -3.638 2.650
H -2.687 -2.339 2.671
H -2.704 -3.186 1.185
H -4.819 -0.990 1.824
H -4.691 -2.008 0.383
H -3.827 -0.213 -0.135
H -3.727 -4.525 2.543
C 3.130 1.662 -6.191
C 3.411 0.510 -5.204
O 4.820 0.234 -5.135
O 3.350 1.064 -7.448
H 3.743 2.524 -5.929
H 2.105 2.001 -6.041
H 2.935 -0.390 -5.593
H 3.002 0.695 -4.210
H 5.237 0.449 -5.972
H 3.563 1.801 -8.025
C -5.771 0.776 -3.917
C -4.704 0.274 -2.860
O -5.155 -0.268 -1.642
O -6.453 -0.305 -4.564
H -5.171 1.254 -4.692
H -6.533 1.479 -3.580
H -4.097 1.122 -2.542
H -3.947 -0.401 -3.259
H -6.078 -0.061 -1.478
H -7.300 -0.128 -4.150
C -4.677 1.301 4.271
C -3.285 0.687 4.588
O -3.420 -0.151 5.712
O -4.614 2.729 4.509
H -5.379 0.965 5.034
H -5.012 1.212 3.238
H -2.567 1.497 4.718
H -2.754 0.217 3.761
H -4.072 -0.813 5.469
H -4.358 2.983 5.399
C 1.792 2.850 3.912
C 0.636 2.696 4.906
O 0.639 1.548 5.798
O 1.563 1.961 2.849
H 2.674 2.597 4.500
H 1.814 3.856 3.491
H -0.355 2.615 4.459
H 0.623 3.616 5.490
H 1.128 1.828 6.575
H 1.130 1.165 3.167
C 1.482 -3.297 -0.368
C 1.588 -4.350 -1.436
O 1.234 -3.825 -2.670
O 0.130 -3.194 0.028
H 1.900 -2.355 -0.722
H 1.948 -3.727 0.519
H 1.147 -5.277 -1.068
H 2.634 -4.651 -1.501
H 1.808 -4.227 -3.326
H -0.386 -2.813 -0.686
C 1.116 -2.615 4.040
C 1.552 -3.331 5.390
O 2.998 -3.399 5.520
O -0.268 -2.532 3.964
H 1.446 -3.226 3.199
H 1.599 -1.643 3.939
H 1.065 -4.302 5.295
H 0.991 -2.966 6.250
H 3.311 -2.515 5.724
H -0.576 -1.914 4.631
C -2.503 -2.953 -2.265
C -2.227 -4.526 -2.481
O -1.513 -4.464 -3.728
O -1.352 -2.105 -2.042
H -3.268 -2.709 -1.528
H -3.051 -2.603 -3.140
H -3.151 -5.062 -2.698
H -1.626 -5.028 -1.723
H -0.708 -3.952 -3.618
H -1.183 -1.572 -2.823
C -2.943 3.888 1.700
C -2.200 2.577 1.322
O -1.566 2.525 0.010
O -4.204 3.964 1.038
H -2.407 4.821 1.526
H -3.215 4.019 2.747
H -2.807 1.677 1.419
H -1.497 2.532 2.154
H -1.264 1.616 -0.049
H -4.202 3.503 0.195
O 2.592 2.754 -2.575
H 2.280 3.269 -1.832
H 3.511 3.003 -2.672
O 3.525 1.520 0.092
H 2.704 1.857 -0.267
H 3.254 0.878 0.749
O -0.276 0.105 -0.131
H -0.761 -0.650 0.200
H -0.336 0.031 -1.083
O 1.306 3.013 0.105
H 0.381 2.767 0.128
H 1.646 2.746 0.959
O -0.919 -4.632 2.168
H -1.183 -4.011 2.848
H -0.446 -4.100 1.528
*
```